Below is C81H171CuN9O13PZn as an isolated structure in a non-equilibrium geometry, with properties calculated with ωB97M-V/def2-TZVPD.

Output
2S+1   1
E_HOMO   -7.29 eV
Net charge   0

Geometry (Å):
Zn 14.92 16.78 18.93
Cu 13.38 19.68 14.98
P 14.88 19.03 17.56
O 16.27 18.32 17.75
O 13.85 17.86 17.66
O 14.70 19.81 16.29
O 14.72 20.10 18.72
C 14.55 24.68 17.46
C 13.41 24.73 18.51
C 12.22 25.53 18.04
C 11.08 25.46 19.08
C 10.73 24.02 19.39
C 11.91 23.14 19.85
N 13.00 23.35 18.83
O 14.11 22.67 19.32
C 12.35 23.42 21.31
C 11.46 21.68 19.79
C 14.12 25.62 19.72
H 14.71 25.68 17.09
H 14.19 24.08 16.54
H 15.50 24.31 17.89
H 12.60 26.50 17.73
H 11.81 25.08 17.12
H 10.15 25.99 18.65
H 11.43 26.09 19.98
H 10.37 23.64 18.45
H 9.93 23.90 20.16
H 12.73 24.53 21.27
H 11.53 23.19 22.04
H 13.15 22.75 21.46
H 11.25 21.26 18.86
H 12.21 21.03 20.26
H 10.62 21.62 20.43
H 14.70 24.91 20.42
H 13.37 26.11 20.28
H 14.85 26.33 19.31
H 14.27 21.90 18.80
C 12.58 16.04 20.32
C 12.73 17.08 21.39
C 12.07 16.63 22.65
C 12.40 17.45 23.96
C 13.89 17.65 24.15
C 14.66 18.05 22.84
N 14.16 17.27 21.71
O 14.91 17.75 20.55
C 14.49 19.54 22.58
C 16.15 17.66 23.02
C 12.01 18.31 20.75
H 13.10 15.13 20.58
H 12.77 16.42 19.32
H 11.56 15.70 20.23
H 10.99 16.54 22.50
H 12.32 15.54 22.84
H 11.94 16.97 24.81
H 11.89 18.41 23.99
H 14.36 16.78 24.64
H 14.00 18.48 24.86
H 15.07 19.95 23.35
H 14.87 19.83 21.63
H 13.48 19.88 22.73
H 16.16 16.56 23.08
H 16.65 17.90 22.12
H 16.57 18.12 23.94
H 12.10 19.22 21.33
H 10.99 18.09 20.52
H 12.44 18.52 19.75
H 14.84 19.73 19.68
C 13.68 13.43 9.18
C 13.25 14.04 10.51
C 13.37 13.01 11.72
C 14.77 12.72 12.23
C 15.45 14.05 12.52
C 15.34 15.13 11.40
N 13.95 15.24 11.02
O 13.71 16.24 10.06
C 15.92 16.38 11.98
C 16.38 14.54 10.32
C 11.72 14.38 10.57
H 14.05 14.23 8.52
H 12.84 12.95 8.63
H 14.30 12.61 9.10
H 12.81 13.41 12.54
H 12.84 12.11 11.41
H 15.33 12.18 11.52
H 14.80 12.15 13.18
H 16.43 13.64 12.74
H 14.99 14.35 13.48
H 16.78 16.09 12.58
H 16.31 17.01 11.19
H 15.31 16.97 12.62
H 16.16 13.49 10.03
H 16.36 15.16 9.37
H 17.39 14.46 10.67
H 11.50 14.88 11.56
H 11.26 13.42 10.71
H 11.32 14.92 9.67
H 13.01 16.81 10.52
C 16.04 13.32 16.66
C 15.27 14.27 17.58
C 14.57 13.54 18.69
C 15.53 12.99 19.72
C 16.37 14.17 20.28
C 17.11 14.91 19.24
N 16.10 15.33 18.25
O 16.76 15.92 17.11
C 17.74 16.24 19.69
C 18.26 14.16 18.57
C 14.26 14.92 16.66
H 15.52 12.50 16.21
H 16.95 12.97 17.14
H 16.43 13.95 15.88
H 13.86 14.24 19.19
H 13.80 12.87 18.18
H 16.12 12.24 19.19
H 15.08 12.43 20.52
H 17.10 13.79 20.99
H 15.84 14.95 20.83
H 18.29 15.90 20.55
H 18.31 16.74 18.94
H 17.00 16.90 20.10
H 17.99 13.08 18.48
H 18.45 14.57 17.59
H 19.19 14.33 19.10
H 14.75 15.55 15.92
H 13.50 15.57 17.12
H 13.82 14.08 16.13
H 16.53 16.86 17.20
C 17.99 17.90 15.02
C 19.19 17.06 14.53
C 19.55 17.56 13.13
C 20.91 16.98 12.72
C 21.99 17.48 13.67
C 21.75 17.11 15.14
N 20.33 17.51 15.41
O 20.00 16.97 16.68
C 22.13 15.63 15.41
C 22.57 17.96 16.07
C 18.98 15.47 14.55
H 17.13 17.55 14.43
H 18.18 19.00 14.89
H 17.89 17.74 16.06
H 18.83 17.36 12.37
H 19.65 18.64 13.25
H 21.11 17.29 11.69
H 20.82 15.89 12.73
H 21.93 18.57 13.68
H 23.02 17.39 13.33
H 23.20 15.46 15.19
H 21.87 15.32 16.43
H 21.69 14.98 14.65
H 22.87 18.95 15.63
H 21.99 18.13 16.95
H 23.50 17.49 16.46
H 18.09 15.24 13.89
H 18.82 15.11 15.58
H 19.82 15.01 14.15
H 19.99 17.68 17.31
C 9.11 20.37 15.67
C 10.62 20.04 15.91
C 10.66 19.01 17.13
C 10.33 17.61 16.78
C 11.25 17.17 15.71
C 11.07 17.95 14.44
N 11.35 19.48 14.72
O 10.98 20.24 13.56
C 12.13 17.41 13.48
C 9.72 17.66 13.76
C 11.30 21.34 16.31
H 8.50 19.54 15.39
H 9.08 21.24 14.94
H 8.72 20.71 16.57
H 11.71 18.97 17.41
H 10.03 19.49 17.95
H 9.26 17.32 16.55
H 10.56 16.92 17.62
H 11.02 16.10 15.58
H 12.30 17.06 16.03
H 12.17 16.31 13.53
H 11.91 17.76 12.44
H 13.09 17.85 13.84
H 9.80 18.21 12.79
H 9.64 16.59 13.70
H 8.76 17.95 14.27
H 12.14 21.23 17.02
H 10.63 22.04 16.84
H 11.52 21.94 15.44
H 10.03 20.04 13.41
C 6.97 13.98 15.41
C 8.11 13.18 16.00
C 7.44 12.00 16.79
C 8.50 10.96 17.26
C 9.41 10.54 16.10
C 10.08 11.68 15.41
N 8.99 12.56 15.05
O 9.59 13.59 14.26
C 11.22 12.29 16.22
C 10.79 11.16 14.13
C 8.85 14.02 17.08
H 6.37 13.32 14.86
H 7.26 14.84 14.78
H 6.38 14.41 16.20
H 6.91 12.45 17.61
H 6.75 11.54 16.12
H 8.01 10.04 17.61
H 9.15 11.26 18.06
H 8.85 9.97 15.35
H 10.14 9.80 16.38
H 11.60 13.19 15.73
H 10.98 12.57 17.21
H 12.09 11.61 16.38
H 10.18 10.51 13.48
H 11.17 12.02 13.59
H 11.66 10.60 14.53
H 8.10 14.41 17.78
H 9.43 14.86 16.76
H 9.49 13.39 17.69
H 9.12 13.58 13.40
C 18.02 21.42 16.97
C 19.45 21.28 17.56
C 19.88 22.69 18.13
C 19.07 23.11 19.39
C 19.35 22.03 20.43
C 18.77 20.65 19.95
N 19.49 20.32 18.64
O 19.15 19.11 18.14
C 19.24 19.62 20.96
C 17.25 20.70 19.86
C 20.35 20.87 16.47
H 17.61 20.39 16.81
H 18.08 21.75 15.92
H 17.27 22.00 17.51
H 20.93 22.64 18.48
H 19.83 23.51 17.32
H 17.94 23.20 19.17
H 19.42 24.11 19.70
H 18.87 22.22 21.40
H 20.47 22.04 20.59
H 18.70 19.62 21.91
H 19.12 18.64 20.50
H 20.25 19.77 21.31
H 16.80 21.05 20.83
H 16.81 21.39 19.10
H 16.85 19.68 19.72
H 20.52 21.81 15.92
H 19.94 20.16 15.76
H 21.27 20.50 17.01
H 18.21 19.13 17.90
C 16.49 19.87 10.68
C 16.68 21.09 11.67
C 17.00 22.36 10.83
C 16.76 23.66 11.58
C 15.32 23.76 12.15
C 14.99 22.47 13.06
N 15.26 21.27 12.30
O 14.97 20.13 13.18
C 15.82 22.68 14.32
C 13.50 22.62 13.31
C 17.74 20.81 12.69
H 17.37 19.87 10.02
H 15.69 19.99 9.99
H 16.40 18.92 11.20
H 18.06 22.24 10.63
H 16.42 22.39 9.91
H 17.07 24.42 10.92
H 17.45 23.69 12.39
H 14.64 23.67 11.31
H 15.14 24.77 12.56
H 16.95 22.61 14.26
H 15.62 23.70 14.74
H 15.60 21.96 15.09
H 13.31 23.62 13.82
H 12.97 22.81 12.36
H 13.01 21.70 13.75
H 18.29 21.75 12.96
H 18.47 20.16 12.29
H 17.31 20.32 13.59
H 15.66 20.08 13.85